Formula: C5H7NO
Source: the Open Molecules 2025 dataset
Level of theory: ωB97M-V with the def2-TZVPD basis set

The calculation puts the energy relative to the best compared isomer or geometry (same formula, charge and spin) at 92.7 kJ/mol. The strongest force on any atom is 0.97 eV/Å. The value obtained for the HOMO energy is -8.030 eV. As for the multiplicity: 1.

Last column: Mulliken charge in e.
Atoms and positions in Å:
C (1.7375, -0.5517, -0.1255)  -1.22
C (0.4919, 0.1180, 0.3395)  0.60
C (0.3150, 0.9994, 1.3583)  -0.74
O (-0.9771, 1.3748, 1.4825)  -0.33
C (-1.6465, 0.6854, 0.5151)  -0.60
C (-0.8121, -0.0842, -0.2144)  0.63
N (-1.1431, -0.9865, -1.2333)  -0.54
H (2.5882, -0.2615, 0.4936)  0.34
H (1.9751, -0.2907, -1.1647)  0.30
H (1.6284, -1.6407, -0.0775)  0.30
H (0.9985, 1.4328, 2.0716)  0.43
H (-2.5783, 1.0505, 0.1439)  0.35
H (-0.4903, -0.9675, -2.0042)  0.24
H (-2.0871, -0.8781, -1.5850)  0.24

Atoms 1-2, force components in eV/Å:
C 0.190 -0.065 0.004
C 0.108 -0.079 0.240